# 1
An isolated molecule of C13H14O2S. Source: the Open Molecules 2025 dataset; level of theory: wB97M-V/def2-TZVPD.

```
! RIJCOSX wB97M-V def2-TZVPD def2/J DEFGRID3
* xyz 0 1
O 0.0925 -2.5359 -1.8903
C -0.2757 -1.8134 -0.9558
O -1.5218 -1.1731 -0.8517
C -1.4301 -0.4700 0.3846
C -2.5909 -0.2213 1.2925
C -1.9443 -0.0334 2.6758
C -0.5262 -0.6154 2.5587
C -0.6443 -1.4051 1.2678
C 0.5312 -1.8199 0.3885
S 1.9888 -0.7051 0.4971
C 1.8428 0.4188 -0.8428
C 2.0267 0.0232 -2.1754
C 1.8028 0.9643 -3.2139
C 1.5438 2.2997 -2.8917
C 1.3858 2.6951 -1.5560
C 1.5311 1.7442 -0.5616
H -0.9232 0.4519 0.1854
H -3.2396 0.6143 0.9863
H -3.2192 -1.1212 1.3534
H -1.8640 1.0400 2.9184
H -2.5309 -0.5288 3.4522
H -0.2806 -1.2849 3.4149
H 0.2472 0.1783 2.4783
H -1.2266 -2.3195 1.5176
H 0.8624 -2.8642 0.6337
H 2.3414 -0.9895 -2.3723
H 1.9402 0.6504 -4.2514
H 1.4016 3.0568 -3.6569
H 1.1677 3.7164 -1.2803
H 1.5116 2.0473 0.4948
*
```

**Orbital gap**: 0.35031 Ha
**ΔE to the lowest compared entry with this formula, charge and spin**: 0.0 kJ/mol
**Calculated total energy**: -28637.8128 eV
**E_LUMO**: 0.67 eV
**HOMO energy**: -8.9 eV

***

# 2
A structure of composition C13H15ClMnN2O2Se. Source: the Open Molecules 2025 dataset; level of theory: wB97M-V/def2-TZVPD.

```
! RIJCOSX wB97M-V def2-TZVPD def2/J DEFGRID3
* xyz 2 4
Cl -0.1767 -1.5984 -1.6835
C -1.5142 1.6136 -2.9648
C -2.2659 2.1277 -1.8388
C -3.1348 1.0535 -1.3706
H -2.2769 3.1652 -1.5207
C -2.8824 -0.1118 -2.1639
C -1.8944 0.2521 -3.1597
H -1.5033 -0.4210 -3.9211
H -0.8129 2.1887 -3.5709
H -3.8642 1.1002 -0.5659
C -3.6029 -1.4086 -2.0620
Mn -1.1058 0.5624 -1.2254
C -1.0635 1.6507 0.2238
C 0.7113 0.8008 -1.1390
O -1.1837 2.5118 1.0096
O 1.8596 0.7338 -0.9072
H -3.9259 -1.6175 -1.0380
H -2.9854 -2.2426 -2.4031
H -4.4945 -1.3530 -2.6949
C 1.6431 1.8313 2.4677
N 2.1671 0.4977 2.2828
C 3.4887 0.1724 2.5137
C 3.6372 -1.1426 2.2400
N 2.4032 -1.6182 1.8401
C 2.1448 -2.9852 1.4558
C 1.4601 -0.6147 1.8758
Se -0.3471 -0.8049 1.5465
H 2.4143 2.4047 2.9917
H 0.7212 1.8091 3.0613
H 1.4445 2.3113 1.4994
H 4.1918 0.9149 2.8585
H 4.4959 -1.7863 2.2934
H 2.8083 -3.2582 0.6243
H 2.3448 -3.6594 2.3007
H 1.0985 -3.0795 1.1444
*
```

**Orbital gap (spin up / spin down)**: 0.28740 / 0.23109 Ha
**ΔE to the lowest compared entry with this formula, charge and spin**: 0.0 kJ/mol
**Calculated total energy**: -129970.8127 eV
**E_LUMO (spin up / spin down)**: -7.78 / -9.92 eV
**HOMO energy (spin up / spin down)**: -15.6 / -16.2 eV

***

# 3
A structure of composition C13H15CuN2O6S3. Source: the Open Molecules 2025 dataset; level of theory: wB97M-V/def2-TZVPD.

```
! RIJCOSX wB97M-V def2-TZVPD def2/J DEFGRID3
* xyz 0 1
Cu 0.6501 0.4573 -1.5080
C 1.6638 -2.6151 -1.4049
C 1.4725 -2.4040 -2.9104
S 0.8585 -0.7727 -3.4462
C 2.3417 0.0649 -4.0605
C 3.4125 0.3818 -3.0278
S 2.7651 1.3361 -1.6186
C 3.6291 0.5582 -0.2197
C 3.0568 -0.7472 0.3180
S 3.3072 -2.2003 -0.7507
H 1.5324 -3.6788 -1.1989
H 0.9046 -2.0898 -0.8240
H 0.7273 -3.1134 -3.2722
H 2.3948 -2.6089 -3.4567
H 1.9546 0.9799 -4.5130
H 2.7772 -0.5330 -4.8629
H 4.2022 0.9658 -3.5020
H 3.8435 -0.5352 -2.6333
H 3.5925 1.3184 0.5630
H 4.6774 0.4437 -0.5003
H 1.9968 -0.6498 0.5472
H 3.5642 -0.9733 1.2576
O -1.1416 1.4018 -0.7847
C -1.0968 0.6348 0.1997
O -0.2145 -0.2602 0.3277
C -2.1312 0.7763 1.2834
C -3.1197 1.7456 1.1726
C -4.0550 1.8579 2.1829
C -4.0510 1.0501 3.3039
C -3.0512 0.1005 3.3746
C -2.0924 -0.0567 2.3918
N -3.0077 -0.7840 4.5592
O -3.8629 -0.6304 5.4041
O -2.1136 -1.6011 4.6117
N -5.1107 2.8879 2.0692
O -5.1028 3.5876 1.0803
O -5.9123 2.9663 2.9757
H -3.1475 2.3926 0.3083
H -4.7899 1.1560 4.0821
H -1.3241 -0.8096 2.4817
*
```

**Orbital gap**: 0.29389 Ha
**ΔE to the lowest compared entry with this formula, charge and spin**: 0.0 kJ/mol
**Calculated total energy**: -106131.2278 eV
**E_LUMO**: -0.67 eV
**HOMO energy**: -8.7 eV

***

# 4
A cluster of 3 separate species, C13H15F6IN2O10 in total. Source: the Open Molecules 2025 dataset; level of theory: wB97M-V/def2-TZVPD.

```
! RIJCOSX wB97M-V def2-TZVPD def2/J DEFGRID3
* xyz 0 1
N 2.6418 -0.0565 0.6866
C 1.3987 0.5130 0.0195
O 1.7242 0.7894 -1.4196
C 1.5221 -0.5443 -2.0164
O 2.3688 -1.1689 -2.8429
O 0.2409 -0.9668 -1.4142
C 0.1216 -0.5668 -0.0032
C -1.1244 0.4621 0.4260
C -2.5276 -0.3201 0.7577
O -2.9174 -0.4170 2.0387
I -3.7717 -1.1652 -0.8307
O 0.2604 -1.8188 0.7680
N 0.4663 -2.8837 -0.0264
O 0.6914 -3.9019 0.6100
H 2.4555 0.0403 1.7258
H 3.4299 0.5695 0.3934
H 1.1851 1.5876 0.4396
H -1.2117 1.2655 -0.4376
H -0.7451 1.0024 1.4176
C 5.2463 -3.4487 0.2572
C 5.2059 -3.8665 1.7159
O 6.4315 -3.5174 2.3771
C 6.5460 -2.2134 2.7861
O 5.6763 -1.3625 2.6126
C 7.8711 -1.9916 3.5137
F 8.9307 -2.5517 2.8625
F 7.8656 -2.5340 4.7660
F 8.1784 -0.6729 3.6719
H 6.1260 -3.8707 -0.2393
H 4.3473 -3.7843 -0.2665
H 5.3179 -2.3610 0.1597
H 5.1089 -4.9553 1.7815
H 4.3437 -3.4343 2.2376
C -8.2698 3.5112 -3.3814
C -7.8118 4.3087 -2.1738
O -6.9406 3.5216 -1.3475
C -5.6328 3.4436 -1.7529
O -5.1936 3.9960 -2.7591
C -4.8104 2.6200 -0.7630
F -5.4337 1.4648 -0.3921
F -4.5615 3.3042 0.3912
F -3.5941 2.2518 -1.2566
H -8.7279 2.5677 -3.0677
H -8.9949 4.0806 -3.9688
H -7.4254 3.2545 -4.0285
H -8.6794 4.5721 -1.5596
H -7.3283 5.2479 -2.4678
*
```

**Orbital gap**: 0.35725 Ha
**Calculated total energy**: -61577.6795 eV
**E_LUMO**: -0.54 eV
**HOMO energy**: -10.3 eV

***

# 5
An isolated molecule of C13H15N3O3. Source: the Open Molecules 2025 dataset; level of theory: wB97M-V/def2-TZVPD.

```
! RIJCOSX wB97M-V def2-TZVPD def2/J DEFGRID3
* xyz 0 1
N 4.4156 2.1173 0.2987
C 4.3720 0.9307 -0.6011
C 3.0472 0.1404 -0.6367
O 2.6970 -0.7735 -1.4997
N 2.2491 0.4167 0.5493
C 1.1458 -0.4495 0.5309
C 0.4671 -0.3940 -0.8697
C -1.0835 -0.5933 -0.5729
C -1.7365 -1.8031 -0.9942
N -3.0671 -1.7790 -0.9023
C -3.3543 -0.5385 -0.1955
C -4.6413 -0.0747 0.1321
C -4.6424 1.2725 0.6619
C -3.4619 2.1707 0.6033
C -2.2732 1.6900 0.1529
C -2.1838 0.2957 -0.0528
C 1.4501 -1.7377 1.1012
O 2.3654 -2.0546 1.9192
O 0.5838 -2.7037 0.7278
H 4.6600 2.9908 -0.4809
H 5.2751 1.8869 1.0205
H 5.0058 0.1189 -0.0013
H 4.9085 0.9679 -1.6477
H 2.4504 1.2869 1.0509
H 0.4106 -0.0777 1.0962
H 0.5037 0.7785 -1.1463
H 0.7174 -1.0379 -1.6856
H -1.4650 -2.8855 -1.2478
H -3.5788 -2.7824 -0.5169
H -5.5068 -0.7573 0.2365
H -5.7324 1.5999 1.0611
H -3.5809 3.1556 1.1235
H -1.4359 2.2575 -0.2323
H 1.0191 -3.6344 1.0176
*
```

**Orbital gap**: 0.29035 Ha
**ΔE to the lowest compared entry with this formula, charge and spin**: 643.3 kJ/mol
**Calculated total energy**: -24332.1712 eV
**E_LUMO**: 0.43 eV
**HOMO energy**: -7.5 eV

***

# 6
An isolated molecule of C13H15N3O4. Source: the Open Molecules 2025 dataset; level of theory: wB97M-V/def2-TZVPD.

```
! RIJCOSX wB97M-V def2-TZVPD def2/J DEFGRID3
* xyz 0 1
C -0.7670 1.0000 2.1302
C -1.8901 0.3899 1.2431
C -1.9282 1.2907 0.0469
C -3.3431 0.4318 1.8615
C -1.4256 -1.0009 0.9916
O -2.0651 -1.9208 1.4596
O -0.2263 -1.1574 0.3537
C 0.3491 -2.5122 0.2137
N 1.6786 -2.3001 -0.1838
C 2.3212 -1.0280 -0.5135
C 1.7148 0.1396 -1.3110
C 1.9554 1.5170 -0.9248
C 1.5304 2.4984 -1.8211
C 0.6588 2.1927 -2.8748
N 0.2486 0.9537 -3.1964
C 0.8660 -0.0167 -2.4726
N 3.6926 -1.0234 -0.2790
O 3.9006 -2.3637 0.1447
C 2.7473 -3.1501 0.0800
O 2.5679 -4.3924 0.2790
H 0.2283 0.5055 1.8402
H -0.9622 0.7176 3.1380
H -0.6263 2.0796 2.0318
H -2.1117 2.3786 0.2622
H -2.5670 0.9778 -0.7571
H -0.8825 1.4241 -0.3466
H -3.3805 0.2318 2.8942
H -3.7563 1.3815 1.4786
H -4.0701 -0.3219 1.4023
H 0.2614 -2.9443 1.2059
H -0.0999 -3.1592 -0.5150
H 2.5469 1.6663 -0.1214
H 1.7769 3.5409 -1.6939
H 0.3142 3.0736 -3.3355
H 0.7427 -1.1001 -2.7106
*
```

**Orbital gap**: 0.34740 Ha
**ΔE to the lowest compared entry with this formula, charge and spin**: 276.0 kJ/mol
**Calculated total energy**: -26381.4519 eV
**E_LUMO**: -0.23 eV
**HOMO energy**: -9.7 eV

***

- The highest calculated total energy belongs to which entry?
  C13H15N3O3

***

- Which of these has the highest calculated total energy?
  C13H15N3O3

***

Repeat the sixth record exactly.
An isolated molecule of C13H15N3O4. Source: the Open Molecules 2025 dataset; level of theory: wB97M-V/def2-TZVPD.

```
! RIJCOSX wB97M-V def2-TZVPD def2/J DEFGRID3
* xyz 0 1
C -0.7670 1.0000 2.1302
C -1.8901 0.3899 1.2431
C -1.9282 1.2907 0.0469
C -3.3431 0.4318 1.8615
C -1.4256 -1.0009 0.9916
O -2.0651 -1.9208 1.4596
O -0.2263 -1.1574 0.3537
C 0.3491 -2.5122 0.2137
N 1.6786 -2.3001 -0.1838
C 2.3212 -1.0280 -0.5135
C 1.7148 0.1396 -1.3110
C 1.9554 1.5170 -0.9248
C 1.5304 2.4984 -1.8211
C 0.6588 2.1927 -2.8748
N 0.2486 0.9537 -3.1964
C 0.8660 -0.0167 -2.4726
N 3.6926 -1.0234 -0.2790
O 3.9006 -2.3637 0.1447
C 2.7473 -3.1501 0.0800
O 2.5679 -4.3924 0.2790
H 0.2283 0.5055 1.8402
H -0.9622 0.7176 3.1380
H -0.6263 2.0796 2.0318
H -2.1117 2.3786 0.2622
H -2.5670 0.9778 -0.7571
H -0.8825 1.4241 -0.3466
H -3.3805 0.2318 2.8942
H -3.7563 1.3815 1.4786
H -4.0701 -0.3219 1.4023
H 0.2614 -2.9443 1.2059
H -0.0999 -3.1592 -0.5150
H 2.5469 1.6663 -0.1214
H 1.7769 3.5409 -1.6939
H 0.3142 3.0736 -3.3355
H 0.7427 -1.1001 -2.7106
*
```

**Orbital gap**: 0.34740 Ha
**ΔE to the lowest compared entry with this formula, charge and spin**: 276.0 kJ/mol
**Calculated total energy**: -26381.4519 eV
**E_LUMO**: -0.23 eV
**HOMO energy**: -9.7 eV

***

- Look up the calculated total energy of the fifth one.
  -24332.1712 eV